Below is the ion C11H23N4 with charge +1 at a distorted geometry, with properties calculated with wB97M-V/def2-TZVPD.

* LUMO energy: -0.090 Eh
* net charge: +1
* DFT total energy: -17730.1775 eV
* gap between HOMO and LUMO: 9.33 eV
* relative energy (zero: lowest compared OMol25 entry of this formula, charge and spin): 171.10 kJ/mol

XYZ file:
```
38
C11H23N4 (wB97M-V/def2-TZVPD)
H -5.01 1.80 1.09
C -0.30 -2.21 0.98
C -2.97 1.72 0.10
H -1.94 2.12 0.24
H 1.20 0.27 1.05
C -1.62 -1.88 0.39
C 1.98 -1.03 -1.83
H 3.09 0.62 2.90
H 1.93 -0.72 -2.89
H 5.02 1.27 -0.53
H 1.05 -3.04 -1.55
H 2.93 1.42 -1.81
H -2.63 0.05 -1.46
C -3.91 1.81 1.40
C 3.18 1.11 1.93
N 0.64 -1.56 0.08
H -0.06 -1.68 -1.85
H 4.74 -0.20 1.51
C 0.85 -1.99 -1.37
H -0.07 -3.23 1.07
N 4.06 0.46 1.19
C 1.12 -0.31 0.15
H -2.38 -2.33 1.13
C 2.80 1.11 -0.84
H 2.47 1.90 -0.06
H 4.39 -0.35 -0.79
H -1.69 -0.15 1.24
H -3.88 0.98 2.06
H -1.65 -2.61 -0.45
N -1.68 -0.47 0.25
H -3.59 2.76 1.96
C -2.77 0.17 -0.39
H -3.32 2.25 -0.79
C 4.11 0.62 -0.30
H -3.81 -0.17 -0.07
N 1.86 0.04 -0.83
H 2.99 -1.40 -1.54
H -0.24 -1.86 2.00
```

=====

Below is a structure of composition C11H23O3SiV at a distorted geometry, with properties calculated with wB97M-V/def2-TZVPD.

* LUMO energy (alpha / beta): -0.093 / -0.113 Eh
* spin multiplicity: 4
* <S²>: 3.760
* net charge: +1
* DFT total energy: -51477.6887 eV
* gap between HOMO and LUMO (alpha / beta): 7.81 / 9.44 eV

XYZ file:
```
39
C11H23O3SiV (wB97M-V/def2-TZVPD)
Si 0.85 -1.55 -3.29
H -0.27 -0.33 4.22
C 1.24 0.05 2.33
H -0.79 -0.94 -5.07
C 0.30 -0.80 -4.91
C 1.12 1.57 2.10
H 2.95 -1.89 -2.15
H -2.96 2.73 1.94
H 1.88 -0.42 1.59
H -3.68 1.63 3.31
C -0.98 -0.34 -1.14
H 0.39 2.01 2.78
H 3.32 -1.74 -3.92
H -0.83 -1.80 3.47
C -0.12 -0.82 -1.85
C -0.77 -0.73 3.34
V -1.06 0.48 0.40
H 0.78 -1.15 -5.84
H 1.43 -3.93 -3.37
H 1.51 -0.22 3.33
H -0.28 -3.77 -3.64
H 0.51 0.29 -4.89
H -2.92 -0.88 3.10
H 0.26 3.78 1.01
C -3.36 1.73 2.24
O -0.10 -0.49 2.08
O 0.62 1.73 0.71
H 0.33 3.23 -0.66
C 0.78 3.11 0.33
H -2.31 0.50 4.15
H 3.00 -0.29 -2.93
H 2.10 2.05 2.21
O -2.18 0.84 2.13
C -2.15 -0.08 3.24
H -4.14 1.39 1.57
H 0.42 -3.62 -2.00
C 0.56 -3.38 -3.06
C 2.70 -1.35 -3.10
H 1.85 3.39 0.26
```

=====

Below is a structure of composition C11H24BBr3O3P at a distorted geometry, with properties calculated with wB97M-V/def2-TZVPD.

* LUMO energy: 0.070 Eh
* net charge: -1
* DFT total energy: -238032.7254 eV
* gap between HOMO and LUMO: 5.74 eV
* relative energy (zero: lowest compared OMol25 entry of this formula, charge and spin): 0.00 kJ/mol

XYZ file:
```
43
C11H24BBr3O3P (wB97M-V/def2-TZVPD)
O -0.98 1.26 0.95
C 2.14 -0.01 -0.38
O -2.50 -0.42 1.67
H 4.37 1.40 0.51
C 2.33 0.68 2.09
H -5.00 2.24 -0.09
H 1.37 1.80 0.52
H -2.28 -1.54 -0.04
C -4.13 1.78 0.37
P -3.56 0.39 -0.68
Br 1.40 -4.91 0.25
H 1.01 -0.05 -2.24
H 1.88 -0.29 2.28
H 3.14 -0.46 -0.43
H 0.87 -1.72 -0.84
H -3.34 2.52 0.51
H 3.38 0.66 2.41
C 3.47 1.98 0.29
C -2.23 -0.49 0.30
Br 1.03 -6.11 -2.68
C 1.85 0.50 -1.82
H 1.56 1.55 -1.79
H -0.54 0.31 -0.83
H 2.70 0.37 -2.48
H -3.27 2.22 -2.26
H -2.42 1.71 2.60
H -1.70 1.61 -1.78
C 0.14 -5.42 -1.11
H -0.98 0.45 3.14
B -1.71 0.77 2.21
C -2.71 1.30 -2.04
H -0.46 -6.23 -0.71
C 1.19 -1.15 0.04
H -2.67 0.71 -2.95
H 1.75 -1.86 0.65
C -0.83 0.11 0.21
H 3.51 2.88 0.90
C 2.23 1.14 0.63
H 3.49 2.27 -0.76
H -4.35 1.38 1.35
O 0.10 -0.77 0.83
Br -1.06 -3.99 -1.54
H 1.82 1.40 2.73
```

=====

Below is a cluster of 2 separate species, C11H24BrClN2 in total at a distorted geometry, with properties calculated with wB97M-V/def2-TZVPD.

* LUMO energy: -0.005 Eh
* net charge: 0
* DFT total energy: -97339.8954 eV
* gap between HOMO and LUMO: 6.71 eV

XYZ file:
```
39
C11H24BrClN2 (wB97M-V/def2-TZVPD)
H 1.86 3.21 -0.29
H -1.69 -0.76 -1.96
C 2.11 2.23 0.11
H -1.82 1.80 0.77
C -2.56 1.01 0.88
H 1.68 2.19 1.12
C 1.36 1.12 -0.74
H -3.40 0.67 -1.03
C -1.46 -0.08 -1.13
C 1.53 -0.60 1.21
H -0.61 -2.57 -1.21
C 0.63 0.21 0.27
N -0.38 -0.73 -0.31
H 0.48 -3.05 0.75
H -3.49 -1.78 -0.97
H -2.95 -1.79 0.72
C 0.23 -1.90 -1.00
H 1.61 -3.51 -0.50
H 0.66 -1.64 -1.96
H 2.26 0.04 1.71
H 0.69 1.67 -1.40
H -2.37 0.40 1.79
H 3.91 2.75 1.09
H 3.91 1.07 0.64
Br 2.67 0.23 -1.89
C -3.47 -1.20 -0.04
H -3.50 1.53 1.05
C 1.15 -2.64 -0.04
H -0.87 -1.14 0.50
H 4.20 2.37 -0.58
H -1.18 0.87 -1.59
N 2.11 -1.77 0.60
H 0.84 -0.94 2.03
Cl -3.32 2.96 -0.96
H 2.72 -2.27 1.24
C -2.74 0.12 -0.35
H 0.08 0.89 0.93
C 3.62 2.06 0.29
H -4.51 -1.01 0.22
```

=====

Below is a structure of composition C11H24BrCoO7 at a distorted geometry, with properties calculated with wB97M-V/def2-TZVPD.

* LUMO energy (alpha / beta): -0.089 / -0.091 Eh
* spin multiplicity: 4
* <S²>: 3.755
* net charge: +1
* DFT total energy: -133793.4334 eV
* gap between HOMO and LUMO (alpha / beta): 8.83 / 8.70 eV

XYZ file:
```
44
C11H24BrCoO7 (wB97M-V/def2-TZVPD)
C -8.06 -17.79 -10.00
Br -7.77 -17.23 -5.70
H -5.08 -18.09 -5.12
H -3.25 -16.55 -6.61
C -3.82 -17.50 -9.97
H -8.82 -18.08 -13.18
Co -6.02 -17.45 -7.48
O -5.63 -19.61 -7.08
O -4.57 -17.76 -9.05
H -3.30 -18.36 -5.10
H -5.09 -15.18 -8.85
C -6.52 -14.41 -7.74
C -3.55 -18.35 -11.16
C -9.94 -17.81 -11.34
H -8.79 -19.54 -12.14
C -2.50 -16.22 -11.32
H -3.01 -15.58 -12.03
O -7.49 -17.75 -8.94
C -6.39 -20.47 -7.94
H -7.45 -16.83 -11.64
C -8.81 -18.45 -12.15
H -6.02 -14.11 -6.82
H -6.76 -13.57 -8.39
O -4.08 -17.03 -6.51
H -6.62 -18.39 -11.53
O -3.18 -16.35 -10.04
H -4.13 -16.99 -4.32
H -5.57 -20.04 -6.22
O -9.40 -17.75 -10.01
H -1.38 -18.07 -11.55
H -7.44 -20.56 -7.66
H -7.44 -14.77 -7.28
H -2.37 -17.72 -12.90
H -3.38 -19.39 -10.89
O -5.83 -15.51 -8.33
C -7.58 -17.91 -11.45
H -5.87 -21.40 -8.16
H -1.51 -15.80 -11.15
C -4.10 -17.63 -5.20
H -4.47 -18.24 -11.74
H -6.42 -19.93 -8.89
C -2.36 -17.68 -11.81
H -10.85 -18.39 -11.32
H -10.03 -16.78 -11.68
```

=====

Below is a structure of composition C11H24BrF4N3O3P2 at a distorted geometry, with properties calculated with wB97M-V/def2-TZVPD.

* LUMO energy: -0.037 Eh
* net charge: 0
* DFT total energy: -121893.3534 eV
* gap between HOMO and LUMO: 3.80 eV
* relative energy (zero: lowest compared OMol25 entry of this formula, charge and spin): 104.77 kJ/mol

XYZ file:
```
48
C11H24BrF4N3O3P2 (wB97M-V/def2-TZVPD)
C 0.51 0.35 1.19
H 1.64 -0.73 -1.73
H -0.23 1.89 -3.68
N 0.20 0.96 -3.66
O 3.20 -1.25 0.34
N 1.13 0.60 -0.17
H 0.56 1.24 1.82
H -1.72 0.42 1.11
P 2.99 0.33 0.07
F -2.40 4.88 0.18
H 3.44 2.08 1.47
H -0.23 -4.10 1.40
O -0.09 3.66 0.83
H -1.01 -0.82 2.11
H -0.85 4.20 2.62
Br -2.91 -5.59 -0.10
F -3.14 4.75 2.22
C 0.73 -0.42 -1.19
H 1.16 -0.38 1.68
H 0.81 -2.12 0.24
C -0.19 -2.83 -1.49
H 0.41 -2.73 -2.41
C 0.14 -1.67 -0.50
C 1.06 2.03 -0.61
H -1.25 2.53 2.09
C -0.89 -0.30 1.14
H -1.52 0.92 -1.87
H -1.12 2.12 -0.13
C -2.49 4.08 1.24
C -1.14 3.57 1.77
H 1.37 2.15 -1.65
N 3.48 1.07 1.52
C -0.25 2.77 -0.27
H -0.48 3.39 -1.15
C -0.77 -4.41 0.46
O -1.07 -1.27 0.13
F -3.29 3.02 0.95
P -0.50 0.16 -2.48
H 4.03 -1.41 0.82
H 1.84 2.56 -0.03
H -0.05 -4.94 -1.49
H 3.02 0.70 2.35
H -1.12 -5.51 0.51
H -1.14 -0.96 -3.04
F -1.54 -2.87 -1.76
H 1.21 -4.17 -0.51
C 0.14 -4.15 -0.75
H -1.67 -3.82 0.45
```